1.
{"formula": "C16H14F12N3O5", "method": "wB97M-V/def2-TZVPD", "total_charge": -1, "homo_energy_ev": -2.36, "multiplicity": 1, "orbital_gap_ev": 3.2, "lumo_energy_ev": 0.83, "symbols": ["N", "C", "C", "N", "C", "C", "C", "O", "C", "F", "F", "F", "C", "F", "F", "C", "F", "F", "C", "F", "F", "C", "F", "F", "F", "N", "H", "H", "H", "H", "H", "H", "H", "H", "H", "H", "H", "H", "C", "C", "C", "O", "C", "C", "C", "O", "O", "O", "H", "H"], "coordinates": [[3.725797, -2.607727, 1.508767], [3.434508, -1.914838, 0.215550], [3.584109, -0.375308, 0.389927], [3.016887, 0.253382, -0.832503], [1.531028, 0.082904, -0.780240], [1.079153, -1.360156, -0.337562], [0.556209, -1.428408, 1.145549], [-0.742001, -2.041661, 1.272351], [-0.768751, -2.953497, 2.265489], [-1.990079, -3.481783, 2.395272], [-0.476097, -2.408441, 3.468224], [0.058179, -4.008223, 2.007313], [0.030135, -1.853947, -1.399848], [0.690796, -1.829089, -2.616386], [-0.288126, -3.167183, -1.243956], [-1.147989, -0.857905, -1.466293], [-1.154025, -0.004251, -0.425032], [-0.901500, -0.103277, -2.584090], [-2.624395, -1.371041, -1.539273], [-2.979675, -2.131938, -0.465632], [-2.844630, -2.174659, -2.611174], [-3.520275, -0.108997, -1.520938], [-3.785598, 0.237568, -0.200721], [-4.733993, -0.456390, -2.027730], [-3.074826, 0.910849, -2.303728], [2.192750, -2.365936, -0.429105], [4.275970, -3.428155, 1.251686], [4.373686, -2.006552, 2.027152], [4.271576, -2.225669, -0.465613], [3.145771, 0.034060, 1.324786], [4.675816, -0.164563, 0.420484], [3.197838, 1.265056, -0.784083], [3.458694, -0.077643, -1.696579], [1.149133, 0.838774, -0.048963], [1.123881, 0.394681, -1.761247], [0.441189, -0.374911, 1.504888], [1.252242, -1.919027, 1.851366], [1.858188, -3.177450, 0.097305], [-2.049018, 2.757324, -0.152371], [-0.722315, 3.076549, 0.012323], [-0.480166, 4.468628, 0.619453], [0.650875, 4.888344, 0.905281], [-1.629464, 5.318570, 0.858726], [-2.968234, 5.005239, 0.681032], [-3.210399, 3.571353, 0.172446], [-4.330155, 3.072150, 0.016367], [-3.960979, 5.738903, 0.886999], [0.292180, 2.345273, -0.275660], [-2.317586, 1.812267, -0.553205], [-1.366310, 6.306747, 1.223192]], "forces_ev_per_angstrom": [[0.113, 0.691, -0.686], [1.251, -0.532, -0.082], [1.148, -1.063, -0.005], [-0.093, 0.572, 0.858], [-0.972, -0.329, 0.124], [0.633, -1.368, 0.244], [-0.296, 2.172, 0.501], [0.379, -0.588, 0.330], [-1.107, -0.409, 0.056], [0.288, 0.421, -0.444], [0.535, -0.432, -0.553], [0.134, 0.685, 0.452], [1.663, -0.287, -0.196], [-0.491, 0.015, 0.662], [-0.369, 0.821, 0.408], [-0.905, 0.396, -0.835], [0.501, -0.869, -0.043], [-0.281, -0.558, 0.393], [0.273, -0.785, 0.351], [0.617, 0.589, -0.422], [0.356, 0.941, 0.052], [-2.824, 1.214, 0.559], [0.989, -0.413, -2.610], [0.722, -0.054, 0.113], [-0.640, -1.431, 1.427], [-0.132, 1.028, 0.378], [-0.253, 0.067, 0.374], [-0.266, -0.341, 0.072], [-0.661, 0.465, 0.122], [-0.231, -0.132, -0.874], [-0.699, -0.046, 0.027], [-0.346, -0.063, -0.115], [-0.170, -0.306, 0.278], [-0.008, 0.046, -0.628], [0.265, -0.230, 0.715], [-0.060, -0.752, -0.213], [-0.064, 0.106, -0.816], [0.266, 0.073, -0.355], [0.316, 0.133, 0.059], [-0.246, 0.743, 0.389], [-1.133, 1.326, 0.463], [0.551, -0.677, -0.264], [1.217, -0.159, -0.039], [-0.985, -0.075, -0.068], [0.136, -0.837, -0.295], [0.258, 0.739, 0.178], [0.426, -0.183, -0.039], [0.147, -0.260, -0.046], [0.152, -0.070, -0.006], [-0.104, 0.004, 0.051]], "lowdin_charge": [0.060, -0.385, -0.072, 0.091, -0.060, -0.244, -0.056, 0.048, -0.678, 0.178, 0.162, 0.136, -0.331, 0.092, 0.138, -0.312, 0.156, 0.131, -0.309, 0.146, 0.150, -0.443, 0.138, 0.145, 0.162, 0.067, 0.081, 0.076, 0.139, 0.159, 0.140, 0.196, 0.191, 0.093, 0.144, 0.156, 0.124, 0.119, -0.014, -0.366, -0.400, -0.060, -0.032, -0.441, -0.337, 0.010, -0.063, -0.150, 0.038, 0.088]}

---

2.
{"formula": "C16H14FN3OS", "method": "wB97M-V/def2-TZVPD", "total_charge": 0, "homo_energy_ev": -8.09, "multiplicity": 1, "orbital_gap_ev": 8.7, "lumo_energy_ev": 0.65, "symbols": ["F", "C", "C", "C", "C", "N", "C", "C", "N", "N", "C", "S", "C", "C", "C", "C", "C", "C", "C", "O", "C", "C", "H", "H", "H", "H", "H", "H", "H", "H", "H", "H", "H", "H", "H", "H"], "coordinates": [[-1.051519, -3.759949, -1.242576], [-0.705003, -3.032291, -0.154722], [-1.644710, -2.211019, 0.436325], [-1.288904, -1.465385, 1.544021], [0.008582, -1.524570, 2.054800], [0.392467, -0.817181, 3.191029], [-0.203514, 0.476015, 3.473800], [-0.064864, 1.357322, 2.279345], [1.025838, 1.857421, 1.802636], [0.733042, 2.412166, 0.611617], [-0.533585, 2.210254, 0.413194], [-1.466012, 2.619332, -0.972621], [-0.088565, 2.639847, -2.194912], [0.576253, 1.302469, -2.238475], [1.877120, 1.148980, -1.777199], [2.471842, -0.100801, -1.779217], [1.774111, -1.203793, -2.238948], [0.475328, -1.057639, -2.697906], [-0.121755, 0.188921, -2.693523], [-1.112255, 1.551305, 1.439140], [0.934047, -2.367513, 1.435349], [0.582666, -3.127592, 0.339151], [-2.643397, -2.158045, 0.032768], [-2.032825, -0.836018, 2.004668], [1.397384, -0.810036, 3.308988], [0.316078, 0.914229, 4.326400], [-1.261428, 0.357129, 3.717802], [0.597034, 3.429498, -1.895354], [-0.575827, 2.892075, -3.136318], [2.417282, 2.006538, -1.407503], [3.482659, -0.211115, -1.415756], [2.240411, -2.177472, -2.240895], [-0.073525, -1.916009, -3.054180], [-1.140041, 0.304492, -3.037275], [1.940672, -2.421980, 1.823400], [1.294972, -3.782026, -0.136918]], "forces_ev_per_angstrom": [[0.016, 0.009, -0.008], [-0.021, 0.072, 0.180], [0.154, -0.261, -0.256], [0.208, 0.053, 0.164], [-0.123, -0.287, -0.242], [0.309, -0.099, 0.608], [-0.091, -0.137, -0.260], [0.449, 0.364, -0.039], [0.100, -0.711, 1.463], [-0.768, 0.624, -1.089], [0.597, 0.195, 0.062], [-0.337, 0.209, -0.387], [-0.194, -0.028, 0.451], [0.160, -0.108, -0.126], [-0.039, 0.015, -0.174], [0.084, -0.067, -0.019], [0.070, -0.007, -0.004], [-0.076, -0.026, -0.067], [0.095, 0.049, -0.028], [-0.052, 0.027, -0.035], [-0.135, 0.124, 0.067], [-0.255, -0.043, -0.115], [-0.097, -0.014, -0.063], [-0.063, 0.063, 0.039], [-0.154, 0.085, -0.025], [-0.121, -0.024, -0.082], [0.097, 0.082, 0.102], [0.005, -0.001, -0.144], [-0.001, 0.070, 0.037], [0.024, 0.072, 0.046], [0.095, -0.016, 0.033], [0.043, -0.097, 0.005], [-0.057, -0.095, -0.025], [-0.114, -0.010, -0.034], [0.123, -0.012, 0.038], [0.071, -0.068, -0.075]], "lowdin_charge": [0.041, -0.298, 0.000, -0.021, -0.272, 0.017, -0.112, -0.334, 0.108, 0.057, -0.680, 1.001, -0.382, -0.322, -0.060, -0.073, -0.095, -0.084, -0.053, 0.069, -0.016, -0.022, 0.121, 0.108, 0.127, 0.131, 0.124, 0.080, 0.084, 0.107, 0.103, 0.101, 0.102, 0.111, 0.114, 0.118]}

---

3.
{"formula": "C16H14N2NiO2", "method": "wB97M-V/def2-TZVPD", "total_charge": 0, "homo_energy_ev": [-7.61, -7.62], "multiplicity": 1, "orbital_gap_ev": [7.8, 7.8], "lumo_energy_ev": [0.16, 0.15], "symbols": ["Ni", "O", "C", "C", "C", "C", "C", "C", "C", "N", "C", "C", "N", "C", "C", "C", "C", "C", "C", "C", "O", "H", "H", "H", "H", "H", "H", "H", "H", "H", "H", "H", "H", "H", "H"], "coordinates": [[-0.524455, -0.445153, 0.223793], [-1.347251, -0.325915, -1.422646], [-2.600860, -0.052213, -1.571115], [-3.258435, -0.423717, -2.770207], [-4.586053, -0.146800, -2.964994], [-5.350655, 0.530251, -1.997391], [-4.735870, 0.924150, -0.839476], [-3.372482, 0.654311, -0.603119], [-2.791037, 1.124884, 0.615719], [-1.567582, 0.945755, 0.971450], [-1.118234, 1.389688, 2.295125], [0.343233, 0.992034, 2.391204], [0.495069, -0.321028, 1.776634], [1.094118, -1.282459, 2.386696], [1.281235, -2.590117, 1.857983], [2.102330, -3.488201, 2.576712], [2.317753, -4.764133, 2.138574], [1.685844, -5.181161, 0.950029], [0.877500, -4.341875, 0.234979], [0.645485, -3.003266, 0.654903], [-0.146428, -2.262342, -0.041858], [-2.673565, -0.946093, -3.515200], [-5.058211, -0.461889, -3.887944], [-6.398060, 0.735362, -2.167578], [-5.295533, 1.459461, -0.079709], [-3.448747, 1.681528, 1.287622], [-1.219145, 2.471452, 2.407874], [-1.717356, 0.903119, 3.069228], [0.917191, 1.703581, 1.791612], [0.730723, 1.013352, 3.412273], [1.524119, -1.075914, 3.369009], [2.571115, -3.137787, 3.490163], [2.955956, -5.440359, 2.689571], [1.842021, -6.192795, 0.594722], [0.387370, -4.665154, -0.673599]], "forces_ev_per_angstrom": [[-0.231, -0.259, 0.199], [-0.268, -0.355, -0.031], [0.084, 0.267, 0.008], [-0.021, 0.015, -0.013], [0.010, -0.006, -0.014], [0.016, 0.004, 0.028], [-0.012, 0.001, -0.039], [-0.017, -0.027, 0.103], [0.048, 0.120, -0.183], [-0.028, -0.041, 0.034], [-0.041, 0.054, -0.050], [0.234, 0.086, -0.074], [-0.300, -0.089, 0.291], [0.212, 0.175, -0.143], [-0.002, -0.089, 0.141], [-0.036, 0.000, -0.015], [0.007, 0.009, -0.001], [0.007, -0.025, 0.011], [0.006, 0.025, -0.013], [-0.075, -0.033, 0.006], [0.378, 0.221, -0.296], [-0.001, -0.006, 0.001], [-0.003, 0.005, 0.001], [0.001, 0.000, -0.006], [-0.001, -0.002, 0.002], [0.012, 0.038, -0.015], [-0.059, -0.005, -0.007], [0.045, -0.049, 0.007], [0.084, -0.019, 0.056], [-0.086, -0.015, 0.033], [0.046, 0.006, -0.017], [-0.008, -0.004, 0.007], [-0.002, -0.006, -0.004], [-0.002, 0.001, -0.002], [0.006, 0.003, -0.005]], "lowdin_charge": [0.588, -0.094, -0.325, -0.007, -0.080, -0.105, -0.060, -0.145, -0.061, -0.042, -0.175, -0.182, -0.055, -0.056, -0.147, -0.060, -0.105, -0.081, -0.009, -0.327, -0.080, 0.116, 0.104, 0.095, 0.108, 0.138, 0.123, 0.125, 0.123, 0.119, 0.134, 0.108, 0.095, 0.103, 0.116]}